54
Properties=species:S:1:pos:R:3 method="wB97M-V/def2-TZVPD" homo_ha=-0.35265 homo_lumo_gap_ev=7.85 smiles="O=C1C=C(O)C(=O)C=C1O.O=C1C=C(O)C(=O)C=C1O.O=C1C=C(O)C(=O)C=C1O.OOCBC(F)(F)F" max_force_ev_per_a=0.57
O 4.9977 0.0407 2.1593
C 4.9013 -0.1144 3.3616
C 3.6435 -0.2838 4.0651
C 3.6487 -0.4362 5.3957
O 2.5514 -0.5959 6.1158
C 4.9234 -0.4364 6.1960
O 4.8288 -0.5690 7.4008
C 6.1835 -0.2827 5.4902
C 6.1780 -0.1321 4.1596
O 7.2753 0.0152 3.4366
H 2.7357 -0.2798 3.4843
H 2.8444 -0.6733 7.0428
H 7.0943 -0.2945 6.0713
H 6.9780 0.1103 2.5122
O 0.6107 -3.2119 -4.6769
C 0.4067 -2.4266 -3.7728
C 1.0707 -1.1410 -3.6427
C 0.7758 -0.3490 -2.6036
O 1.3283 0.8364 -2.4146
C -0.2244 -0.7544 -1.5545
O -0.4341 0.0303 -0.6432
C -0.8964 -2.0276 -1.6880
C -0.6112 -2.8162 -2.7333
O -1.1898 -3.9831 -2.9442
H 1.7884 -0.8624 -4.4008
H 0.9467 1.1941 -1.5926
H -1.6331 -2.2921 -0.9435
H -0.7939 -4.3407 -3.7613
O -3.9585 1.8357 -6.7177
C -3.8534 1.2993 -5.6328
C -3.0757 1.8359 -4.5292
C -3.0153 1.1575 -3.3766
O -2.3192 1.5644 -2.3268
C -3.7293 -0.1540 -3.1822
O -3.5951 -0.7064 -2.1070
C -4.5118 -0.6874 -4.2809
C -4.5759 -0.0070 -5.4335
O -5.2640 -0.4160 -6.4837
H -2.5633 2.7752 -4.6802
H -2.4394 0.8857 -1.6352
H -5.0238 -1.6268 -4.1293
H -5.1313 0.2583 -7.1764
O -3.5008 0.8881 3.8287
O -3.4369 1.1654 2.4199
C -2.1126 0.8387 2.0053
B -1.1567 2.0554 2.2191
C 0.2886 1.9450 2.9059
F 1.0508 0.9710 2.3331
F 1.0014 3.0974 2.8089
F 0.1894 1.6398 4.2296
H -3.7076 1.7485 4.1978
H -2.1907 0.6817 0.9391
H -1.8002 -0.0962 2.4441
H -1.4970 3.1266 1.8406

=====

46
Properties=species:S:1:pos:R:3 method="wB97M-V/def2-TZVPD" homo_ha="-0.20687 / -0.18730" e_above_lowest_kj_mol=0.0 multiplicity=2 homo_lumo_gap_ev="8.00 / 5.47" s_squared=0.78 max_force_ev_per_a=3.24 total_charge=-1
Ag 0.1602 0.0665 -0.1132
N -0.6477 2.1542 -0.4724
S -1.6508 3.0770 0.3599
O -3.0287 2.7038 0.3015
O -1.3488 4.4761 0.3868
F -1.1946 2.5894 1.8217
S -0.6937 2.8793 -1.9501
O 0.2605 3.9145 -2.1038
O -1.9724 2.9718 -2.5491
F -0.0246 1.6487 -2.7269
C 0.8233 -0.1925 4.3429
C -0.0143 -0.5510 5.4499
C -1.4146 -1.1474 5.1361
O -2.1207 -1.4857 6.0682
C -1.7901 -1.3265 3.7566
C -0.9644 -0.8237 2.6939
C 0.4377 -0.3338 2.9993
O 1.2172 -0.0668 2.0696
O -1.4168 -0.8082 1.5500
O 0.2669 -0.4020 6.6227
H 1.8236 0.1219 4.6086
H -2.7726 -1.7078 3.5142
C -2.9648 -0.0706 -1.9280
O -1.6408 -0.5051 -1.7154
C -1.1982 -1.3229 -2.7714
C 0.2923 -1.6554 -2.6447
N 0.6714 -1.9057 -1.2200
C 2.1094 -2.1181 -1.0834
C 3.0043 -0.8956 -1.3654
O 2.3315 0.2763 -0.9806
C 3.1376 1.4344 -0.8512
H -3.2770 0.5026 -1.0578
H -3.6411 -0.9336 -2.0193
H -3.0375 0.5580 -2.8203
H -1.3432 -0.7964 -3.7240
H -1.8260 -2.2281 -2.7638
H 0.8703 -0.7882 -2.9648
H 0.5469 -2.5323 -3.2517
H 0.1922 -2.7857 -1.0520
H 2.4857 -2.9782 -1.6606
H 2.3025 -2.4058 -0.0446
H 3.1457 -0.8039 -2.4546
H 3.9704 -1.0343 -0.8741
H 2.4781 2.3005 -0.8927
H 3.7900 1.5211 -1.7285
H 3.6656 1.4095 0.1025

=====

82
Properties=species:S:1:pos:R:3 method="wB97M-V/def2-TZVPD" homo_ha=-0.36431 homo_lumo_gap_ev=8.02 max_force_ev_per_a=2.52
O -1.4978 -4.1792 2.3266
C -1.4656 -3.9411 1.1425
F -0.7712 -4.7360 0.3313
C -2.2002 -2.7737 0.5273
C -1.2699 -1.7064 0.0379
C -1.3129 -0.4613 0.5028
C -2.2885 0.0336 1.5096
C -3.7430 -0.0665 1.1056
O -4.6375 -0.1990 1.8861
I -4.2029 0.0599 -1.0079
C -0.3385 0.5299 0.0207
O -0.4448 1.7072 0.2542
C 0.8037 0.0739 -0.7885
C 0.8405 -1.1523 -1.2813
C -0.2859 -2.0707 -1.0097
O -0.4067 -3.0888 -1.6646
H -2.8740 -3.0984 -0.2570
H -2.8195 -2.4235 1.3324
H -2.1320 -0.4221 2.4801
H -2.1210 1.1042 1.6096
H 1.6091 0.7487 -1.0186
H 1.6280 -1.5192 -1.9081
C 4.1352 -1.6810 -4.3457
Cl 2.9334 -0.3885 -4.2661
Cl 3.8226 -2.9292 -3.1331
H 4.0969 -2.1303 -5.3308
H 5.1126 -1.2566 -4.1638
C 7.8664 -2.9625 -4.0387
Cl 7.7162 -1.6450 -5.2121
Cl 7.2682 -2.5166 -2.4349
H 7.2997 -3.8147 -4.3952
H 8.9154 -3.2175 -3.9536
C -2.7583 -3.2202 5.1704
Cl -3.0087 -1.7995 4.1411
Cl -3.2116 -2.8970 6.8465
H -3.3702 -4.0290 4.7900
H -1.7108 -3.4913 5.1341
C 3.4656 1.7610 1.2172
Cl 4.1585 2.2727 -0.3297
Cl 3.7691 0.0522 1.5462
H 3.9005 2.3563 2.0076
H 2.3976 1.9195 1.1754
C -6.8911 -2.4129 3.2352
Cl -8.6128 -2.0225 3.3182
Cl -6.6209 -4.0912 2.7341
H -6.4195 -1.7547 2.5169
H -6.4555 -2.2720 4.2171
C 0.5777 -7.7387 0.5556
Cl 0.3585 -8.0828 2.2760
Cl 0.0207 -9.0805 -0.4535
H 0.0096 -6.8540 0.3022
H 1.6313 -7.5751 0.3652
C 2.7430 2.0023 -6.8886
Cl 4.2160 1.2693 -7.5309
Cl 1.4177 1.9704 -8.0600
H 2.4330 1.4467 -6.0139
H 2.9519 3.0326 -6.6277
C -0.7035 4.8993 0.4319
Cl -1.9423 5.8752 1.2340
Cl 0.9124 5.2405 1.0649
H -0.9249 3.8510 0.5954
H -0.7154 5.1262 -0.6271
C -5.8986 3.2939 2.6378
Cl -4.1494 3.2184 2.3672
Cl -6.8074 2.6178 1.2835
H -6.1362 2.7301 3.5316
H -6.1799 4.3326 2.7595
C -1.9021 1.6466 -6.4475
Cl -1.5326 1.8461 -4.7281
Cl -3.5392 2.1895 -6.8336
H -1.1954 2.2314 -7.0225
H -1.8145 0.5971 -6.7004
C 1.8052 2.1788 4.7791
Cl 3.5703 2.2513 4.7511
Cl 1.1210 1.3757 3.3529
H 1.5029 1.6236 5.6584
H 1.4184 3.1899 4.8195
C 3.9075 7.8801 2.5131
Cl 2.3528 8.7012 2.6808
Cl 3.7180 6.1250 2.4150
H 4.3871 8.2260 1.6057
H 4.5187 8.1134 3.3763

=====

26
Properties=species:S:1:pos:R:3 method="wB97M-V/def2-TZVPD" homo_ha=-0.38413 e_above_lowest_kj_mol=284.5 homo_lumo_gap_ev=10.95 smiles="C[C@H]1COC(=O)O1.C[C@H]1COC(=O)O1" max_force_ev_per_a=5.24
C -0.2114 -1.4847 -1.1704
C 1.2316 -1.6635 -0.7377
C 2.0920 -0.4214 -0.4322
O 2.2790 -0.7033 0.9261
C 1.7299 -1.8322 1.3831
O 1.7151 -2.2709 2.5255
O 0.9085 -2.2162 0.4276
H -0.6517 -0.6032 -0.7043
H -0.8289 -2.3753 -1.0537
H -0.1841 -1.3499 -2.2517
H 1.8690 -2.3266 -1.3226
H 1.6072 0.5285 -0.6577
H 2.9782 -0.5204 -1.0590
C 0.2251 1.8447 -0.3931
C -0.7462 1.6516 0.7560
C -2.2090 1.7772 0.2086
O -2.7496 0.4988 0.2577
C -1.9616 -0.2541 1.0961
O -2.2215 -1.3742 1.4780
O -0.7282 0.3549 1.2694
H 1.2302 1.5090 -0.1378
H 0.3220 2.9065 -0.6196
H -0.0013 1.3697 -1.3477
H -0.5945 2.3640 1.5669
H -2.1811 2.2165 -0.7886
H -2.9187 2.3745 0.7810

=====

16
Properties=species:S:1:pos:R:3 method="wB97M-V/def2-TZVPD" homo_ha=-0.30005 e_above_lowest_kj_mol=381.0 homo_lumo_gap_ev=8.42 max_force_ev_per_a=0.49
C -1.7350 -0.2297 -0.6742
C 1.0195 -0.0840 -0.7440
C 2.4524 -0.2553 -0.5529
C 0.3494 0.6227 0.3670
C -0.9481 -0.1382 0.6354
O -1.6830 0.5484 1.6336
H -2.5872 -0.9111 -0.6206
H -2.0897 0.7839 -0.8896
H -1.0962 -0.5301 -1.5076
H 2.9209 0.3549 0.2327
H 2.9381 -0.1707 -1.5274
H 2.5310 -1.3254 -0.2778
H 0.9542 0.8177 1.2723
H 0.0671 1.6064 -0.0511
H -0.6487 -1.1229 1.0369
H -2.4636 0.0075 1.8101

=====

| no. | E_tot (eV) |
| --- | --- |
| 1 | -58488.46108 |
| 2 | -67278.46159 |
| 3 | -342846.76248 |
| 4 | -20773.28368 |
| 5 | -7390.81656 |